Molecular formula: C12H30O8P2Tl
Method: DFT, ωB97M-V/def2-TZVPD

ORCA input file:
```
! RIJCOSX wB97M-V def2-TZVPD def2/J DEFGRID3
* xyz 3 1
Tl 3.51941 0.54142 -2.45560
C 0.29964 -3.79602 -1.25517
C -0.09160 -2.75662 -0.23618
O 0.91665 -2.70962 0.79550
P 1.85908 -1.50956 1.12943
O 2.59036 -1.00637 -0.05551
O 2.65031 -1.96145 2.35965
C 4.03891 -2.47244 2.35902
C 4.02123 -3.95598 2.64926
O 0.84214 -0.42057 1.73653
C 1.29506 0.71477 2.45225
C 0.45724 0.82249 3.73072
H 1.32749 -3.59930 -1.57403
H 0.24877 -4.80457 -0.84322
H -0.32212 -3.78096 -2.15075
H -0.22449 -1.75645 -0.65854
H -1.02391 -3.00917 0.29702
H 4.49895 -2.25727 1.39317
H 4.57655 -1.90590 3.11475
H 3.70615 -4.55110 1.79415
H 4.97377 -4.32380 3.02665
H 3.31334 -4.13535 3.46440
H 2.36583 0.65049 2.65491
H 1.10990 1.62330 1.84965
H 0.80738 1.67923 4.31259
H -0.58688 1.08588 3.50804
H 0.40418 -0.12886 4.25441
C -2.61193 1.32695 -4.71795
C -1.90534 0.67296 -3.55389
O -1.60918 1.70927 -2.55506
P -0.64294 1.45016 -1.37067
O 0.71879 0.94187 -1.65074
O -0.61720 2.75664 -0.51640
C -0.40256 4.08299 -1.12383
C -1.16156 5.12400 -0.31947
O -1.39888 0.41002 -0.40407
C -2.69580 0.68894 0.14388
C -3.21339 -0.53239 0.85576
H -2.98699 0.56803 -5.40411
H -3.42352 1.96850 -4.38264
H -1.90840 1.91813 -5.30559
H -2.49982 -0.13688 -3.11900
H -0.97386 0.21499 -3.89699
H 0.66639 4.29758 -1.09413
H -0.73731 4.06734 -2.16200
H -2.11373 4.76325 0.06879
H -0.55790 5.43891 0.53264
H -1.38826 6.00566 -0.91784
H -2.66437 1.59312 0.75901
H -3.39579 0.92639 -0.68491
H -4.26695 -0.43356 1.11452
H -3.12481 -1.43941 0.25738
H -2.65806 -0.65969 1.79421
*
```

## Properties
Largest force on an atom ... 1.3 eV/Å
HOMO-LUMO gap ... 3.05 eV
ΔE to the lowest compared entry with this formula, charge and spin ... 0.0 kJ/mol
LUMO energy ... -0.61185 Ha

Mulliken atomic charge list, values in e, 6 entries: atom 1 (Tl): 0.9744, atom 2 (C): -1.2322, atom 3 (C): 0.5377, atom 4 (O): -0.1648, atom 5 (P): 0.4907, atom 6 (O): -0.3201

***

Molecular formula: C2H3N3O2
Method: DFT, ωB97M-V/def2-TZVPD

ORCA input file:
```
! RIJCOSX wB97M-V def2-TZVPD def2/J DEFGRID3
* xyz 0 1
N -1.72402 -0.04607 -0.05409
C -0.60652 -0.70952 0.35014
N -0.14262 -1.35380 1.31681
O 0.43294 -1.32532 -0.23236
H -1.62042 0.51774 -0.88829
H -2.51995 -0.66975 -0.07527
N 0.74986 1.11480 0.00171
C 1.76961 0.46450 -0.25114
O 2.78269 -0.03817 -0.52615
H 0.87843 2.04560 0.35864
*
```

## Properties
Largest force on an atom ... 1.1 eV/Å
HOMO-LUMO gap ... 10.31 eV
ΔE to the lowest compared entry with this formula, charge and spin ... 416.4 kJ/mol
LUMO energy ... 0.02466 Ha
Structure (SMILES) ... NC1=NO1.N=C=O

Mulliken atomic charge list, values in e, 6 entries: atom 1 (N): -0.5041, atom 2 (C): 0.9105, atom 3 (N): -0.4196, atom 4 (O): -0.4890, atom 5 (H): 0.2598, atom 6 (H): 0.2725